--- i ---
ORCA calculation (wB97M-V/def2-TZVPD) on a single C5H8S molecule.

ORCA input file:
```
! RIJCOSX wB97M-V def2-TZVPD def2/J DEFGRID3
* xyz 0 1
C 0.52219 1.82021 1.16638
C -0.37549 1.69085 0.20449
C -0.55913 0.46434 -0.58600
C -1.38457 0.23188 -1.59383
S 0.76517 -0.90204 -0.36451
C 0.15913 -1.82007 1.21144
H 0.48654 2.46181 2.01973
H 1.33025 0.97546 1.13593
H -1.19868 2.48837 0.08985
H -1.12045 -0.53952 -2.39964
H -2.03134 0.93896 -2.07904
H -1.00073 -1.91623 1.38764
H 0.64384 -2.92806 1.05664
H 0.47508 -1.37139 2.20618
*
```

Properties
SMILES = C=CC(=C)SC
LUMO = 0.59 eV
HOMO energy = -8.760 eV
frontier orbital gap = 0.343 hartree

---

--- ii ---
ORCA calculation (wB97M-V/def2-TZVPD) on a molecular structure, C5H8S.

ORCA input file:
```
! RIJCOSX wB97M-V def2-TZVPD def2/J DEFGRID3
* xyz 0 1
C -0.14064 1.50537 -1.11088
C -0.04180 0.32917 -0.04242
C 0.20081 0.96501 1.42192
C -1.32495 -0.47476 0.05105
C -2.49361 -0.87874 0.04403
H 1.23642 1.23016 -1.25783
H -0.47973 1.26738 -2.23693
H -0.43102 2.68983 -0.57287
H 1.17494 1.30631 1.27169
H 0.36255 0.08222 1.97180
H -0.53549 1.73061 1.69100
H 2.49671 -0.27912 0.64912
H -3.28778 -1.45696 -0.18389
S 1.39153 -0.95292 -0.21964
*
```

Properties
LUMO = 0.51 eV
HOMO energy = -9.333 eV
frontier orbital gap = 0.362 hartree

---

Relative energy table, unit kcal/mol: i 0.0; ii 69.5

---

--- i ---
ORCA calculation (wB97M-V/def2-TZVPD) on a single C5H8S molecule.

ORCA input file:
```
! RIJCOSX wB97M-V def2-TZVPD def2/J DEFGRID3
* xyz 0 1
C 0.76187 0.81843 -0.87968
C 0.37889 -0.44115 -0.07250
C 0.89301 -0.32026 1.36390
C -1.07324 -0.50836 -0.09368
C -2.27165 -0.32746 -0.88511
S -2.44876 -0.30638 1.03128
H 0.26783 0.47466 -1.74349
H 1.73622 0.85487 -1.29603
H 0.29722 1.74251 -0.48126
H 0.96957 -1.29291 -0.54206
H 0.44265 0.35035 2.00933
H 1.97445 -0.14558 1.39376
H 0.68409 -1.37164 1.69104
H -2.61216 0.47292 -1.49549
*
```

Properties
SMILES = CC(C)C1=CS1
LUMO = 0.02 eV
HOMO energy = -7.577 eV
frontier orbital gap = 0.279 hartree

---

--- ii ---
ORCA calculation (wB97M-V/def2-TZVPD) on a single C5H8S molecule.

ORCA input file:
```
! RIJCOSX wB97M-V def2-TZVPD def2/J DEFGRID3
* xyz 0 1
S -2.94458 -0.00344 -0.00396
C -1.32171 0.00005 -0.00254
C -0.43577 1.21717 0.13206
C 0.97350 0.72747 -0.23353
C 0.97743 -0.73052 0.22840
C -0.43155 -1.21548 -0.13372
H -0.82585 2.05939 -0.47984
H -0.49111 1.52337 1.18528
H 1.78615 1.31905 0.20142
H 1.11989 0.79598 -1.31520
H 1.11715 -0.77704 1.31952
H 1.75619 -1.33924 -0.23196
H -0.46645 -1.52829 -1.16305
H -0.81329 -2.04846 0.49713
*
```

Properties
SMILES = S=C1CCCC1
LUMO = 0.09 eV
HOMO energy = -8.408 eV
frontier orbital gap = 0.312 hartree

---

Relative energy table, unit kcal/mol: i 90.6; ii 0.0

---

--- i ---
ORCA calculation (wB97M-V/def2-TZVPD) on a single C5H8S molecule.

ORCA input file:
```
! RIJCOSX wB97M-V def2-TZVPD def2/J DEFGRID3
* xyz 0 1
C -0.93262 3.00049 0.72061
C -0.99284 1.52514 0.06676
C -0.11674 0.60093 0.31783
C 0.26116 -0.64742 -0.40060
C -0.49596 -1.15453 -1.69188
S 1.24013 -1.74323 0.55220
H -1.84512 3.05005 1.24846
H -0.09627 3.07841 1.53622
H -0.59946 3.73858 -0.02660
H -1.67103 1.43856 -0.77878
H 0.25085 0.69718 1.30621
H -1.51967 -1.79717 -1.53494
H -0.88260 -0.30485 -2.50715
H 0.18323 -1.95676 -2.15492
*
```

Properties
SMILES = C/C=C/C(C)=S
LUMO = -0.95 eV
HOMO energy = -8.641 eV
frontier orbital gap = 0.283 hartree

---

--- ii ---
ORCA calculation (wB97M-V/def2-TZVPD) on a single C5H8S molecule.

ORCA input file:
```
! RIJCOSX wB97M-V def2-TZVPD def2/J DEFGRID3
* xyz 0 1
C -0.71244 -0.63486 -0.88176
C -0.61488 0.33407 0.33413
C 0.54880 -0.49887 -1.70621
C 0.29232 1.48853 -0.03112
C 0.25928 -0.26779 1.47341
S 1.27928 0.95561 -1.33242
H -0.86854 -1.64875 -0.43829
H -1.66516 -0.20123 -1.30127
H -1.50136 0.71022 0.69818
H 0.63495 -0.82223 -2.81787
H 0.86627 1.93764 0.67311
H -0.02604 -1.16904 2.03615
H 0.26370 0.41967 2.23372
H 1.24381 -0.60295 1.06025
*
```

Properties
LUMO (spin up / spin down) = 0.24 / 0.19 eV
HOMO energy (spin up / spin down) = -7.606 / -7.471 eV
frontier orbital gap (spin up / spin down) = 0.288 / 0.281 hartree

---

Relative energy table, unit kcal/mol: i 0.0; ii 11.0

---

--- i ---
ORCA calculation (wB97M-V/def2-TZVPD) on 2 unconnected molecules or ions with the total composition C8H14.

ORCA input file:
```
! RIJCOSX wB97M-V def2-TZVPD def2/J DEFGRID3
* xyz 0 1
C 3.04577 0.59805 -0.41022
C 1.83485 -0.31817 -0.69961
C 1.10854 -0.80712 0.57813
C -0.36573 -0.90282 0.47140
C -0.73209 1.50756 0.54010
C -1.13872 0.27529 0.22659
C -2.51866 0.01074 -0.27035
C -3.65283 0.39570 0.29566
H 3.68208 0.19269 0.36749
H 3.55465 0.78133 -1.35219
H 2.65064 1.55697 -0.06233
H 1.17324 0.20009 -1.39665
H 2.17082 -1.18346 -1.27678
H 1.51757 -1.78649 0.81928
H 1.41850 -0.16932 1.40065
H -0.72972 -1.95148 -0.08835
H -1.10267 -2.80928 -0.57885
H 0.25164 1.61907 0.97297
H -1.27496 2.44181 0.44281
H -2.56071 -0.74098 -1.05361
H -4.59786 -0.00621 -0.04074
H -3.73435 1.09603 1.11461
*
```

Properties
LUMO = -1.47 eV
HOMO energy = -7.238 eV
frontier orbital gap = 0.212 hartree

---

--- ii ---
ORCA calculation (wB97M-V/def2-TZVPD) on a single C8H14 molecule.

ORCA input file:
```
! RIJCOSX wB97M-V def2-TZVPD def2/J DEFGRID3
* xyz 0 1
C -0.49239 0.57174 -2.09270
C -0.10283 -0.14399 -0.77285
C 1.45291 -0.68483 -0.73616
C 1.67329 -0.97178 0.74856
C 0.71348 -0.00514 1.55113
C -0.47539 0.22412 0.59463
C -1.43804 1.38480 0.94023
C -1.06864 -1.01772 0.01074
H -1.31224 1.30447 -1.91652
H 0.31378 1.08866 -2.58434
H -0.85436 -0.05589 -2.85826
H 2.05705 0.19163 -1.06111
H 1.67328 -1.59193 -1.34362
H 1.50111 -2.10742 0.87503
H 2.67904 -0.90572 1.11264
H 0.39389 -0.29663 2.57505
H 1.25513 0.88654 1.70540
H -2.58061 1.27937 0.73227
H -1.54122 1.67006 2.00500
H -1.13928 2.22006 0.38668
H -2.17905 -1.07653 -0.05473
H -0.52889 -1.96389 0.18292
*
```

Properties
SMILES = C[C@@]12CCC[C@]1(C)C2
LUMO = 1.05 eV
HOMO energy = -9.545 eV
frontier orbital gap = 0.390 hartree

---

--- iii ---
ORCA calculation (wB97M-V/def2-TZVPD) on a single C8H14 molecule.

ORCA input file:
```
! RIJCOSX wB97M-V def2-TZVPD def2/J DEFGRID3
* xyz 0 1
C -2.62748 0.52277 0.28300
C -1.62450 -0.18466 -0.24491
C -1.48988 -1.65693 -0.14981
C -0.48707 0.60142 -0.83743
C -0.50912 1.16257 -2.04234
C 0.71526 0.90517 0.05962
C 1.66326 -0.35256 0.23050
C 2.48413 -0.24498 1.49447
H -2.60850 1.59428 0.08724
H -3.45865 0.12201 0.84452
H -2.41204 -2.19808 0.07002
H -0.89294 -1.90736 0.74665
H -0.88712 -1.99638 -0.98518
H -1.37258 1.04322 -2.70011
H 0.25281 1.75106 -2.54624
H 0.38173 1.15589 1.06518
H 1.34842 1.69104 -0.35101
H 2.26627 -0.32707 -0.68107
H 1.03956 -1.24014 0.16080
H 3.55199 -0.42710 1.28298
H 2.20657 -0.80883 2.37376
H 2.45990 0.79465 1.83936
*
```

Properties
SMILES = C=C(C)C(=C)CCC
LUMO = 1.04 eV
HOMO energy = -9.313 eV
frontier orbital gap = 0.380 hartree

---

--- iv ---
ORCA calculation (wB97M-V/def2-TZVPD) on a single C8H14 molecule.

ORCA input file:
```
! RIJCOSX wB97M-V def2-TZVPD def2/J DEFGRID3
* xyz 0 1
C -1.28584 1.52759 -0.59171
C -2.47459 0.65290 -0.33667
C -2.17675 -0.84035 -0.34354
C -1.01023 -1.42597 0.52275
C 0.31558 -1.37086 -0.13357
C 1.28161 -0.50465 0.34623
C 2.50975 -0.21852 -0.20521
C 3.69151 0.18840 0.57540
H -1.22925 2.59058 -0.36686
H -0.30771 1.16127 -0.26931
H -0.98783 1.48800 -1.66070
H -2.96423 0.88962 0.61827
H -3.30356 0.82992 -1.03379
H -3.02906 -1.48949 -0.14647
H -1.82683 -1.09843 -1.35789
H -1.05789 -0.88015 1.49967
H -1.21678 -2.48089 0.71586
H 1.06326 0.17806 1.20182
H 2.65352 -0.62542 -1.21279
H 2.94608 1.09194 0.59378
H 4.54256 0.55725 0.02296
H 3.86667 -0.22080 1.56175
*
```

Properties
LUMO = -0.67 eV
HOMO energy = -7.254 eV
frontier orbital gap = 0.242 hartree

---

Relative energy table, unit kcal/mol: i 120.8; ii 0.0; iii 2.7; iv 103.4

---

--- i ---
ORCA calculation (wB97M-V/def2-TZVPD) on 5 unconnected molecules or ions with the total composition C4H18N2O6.

ORCA input file:
```
! RIJCOSX wB97M-V def2-TZVPD def2/J DEFGRID3
* xyz 0 1
N 0.99271 -1.55326 1.46617
C -0.20502 -2.40948 1.56093
C -0.71894 -2.63318 0.14676
N -1.26338 -1.37144 -0.32993
C -1.16427 -1.34680 -1.82146
C 0.26131 -1.13799 -2.30654
O 0.50567 -1.10931 -3.48480
O 1.17899 -0.64950 -1.45431
H 1.45630 -1.44858 2.35638
H 1.63243 -2.00735 0.82059
H -1.05226 -2.00222 2.11006
H 0.09639 -3.30341 2.10260
H 0.09460 -3.02161 -0.49639
H -1.43288 -3.45820 0.07328
H -0.76534 -0.52711 -0.07095
H -1.65050 -2.26845 -2.13683
H -1.78157 -0.54359 -2.21515
H 0.98620 -0.72753 -0.50154
O 0.41555 4.83823 0.71768
H 0.42125 3.90223 0.95521
H 0.61270 4.80834 -0.22094
O -0.62436 1.42526 0.48992
H -0.65798 1.01524 1.36571
H -1.50808 1.71601 0.25253
O 1.66519 2.59787 -0.17662
H 1.43356 1.67625 -0.34086
H 2.11824 2.80394 -1.00408
O -1.39478 1.32405 3.26016
H -1.70175 0.87551 4.05580
H -0.58094 1.74892 3.55879
*
```

Properties
SMILES = NCCNCC(=O)O.O.O.O.O
LUMO = 0.18 eV
HOMO energy = -9.284 eV
frontier orbital gap = 0.348 hartree

---

--- ii ---
ORCA calculation (wB97M-V/def2-TZVPD) on 5 unconnected molecules or ions with the total composition C4H18N2O6.

ORCA input file:
```
! RIJCOSX wB97M-V def2-TZVPD def2/J DEFGRID3
* xyz 0 1
N -0.09626 -1.04033 -1.95365
C -0.16291 0.27308 -1.59652
O 0.31635 1.16139 -2.31237
N -0.89487 0.61106 -0.50284
C -1.29777 -0.20645 0.63714
C -2.49611 0.45128 1.30115
C -2.16843 1.79916 1.96584
O -2.62344 2.90100 1.16812
H -0.85113 -1.66059 -1.73253
H 0.59891 -1.37075 -2.58136
H -1.18333 1.57345 -0.44712
H -0.52398 -0.23264 1.40620
H -1.50687 -1.20709 0.26090
H -2.97603 -0.21947 2.01541
H -3.28797 0.64178 0.57054
H -1.11962 1.97217 2.05967
H -2.71135 1.85423 2.90919
H -3.54618 2.78587 0.92679
O 1.54760 -0.65961 1.34380
H 1.86170 -0.88844 0.46138
H 2.32684 -0.53351 1.89152
O 1.28724 -3.36602 -0.33321
H 1.34740 -3.39946 0.62347
H 1.70874 -2.54241 -0.62830
O 2.75645 -1.33369 -1.84335
H 3.43044 -0.86105 -1.33428
H 2.44989 -0.63289 -2.43485
O 2.99678 1.20556 -0.67221
H 2.61573 1.69413 0.07062
H 2.20217 1.23025 -1.23917
*
```

Properties
SMILES = NC(=O)NCCCO.O.O.O.O
LUMO = 0.35 eV
HOMO energy = -9.605 eV
frontier orbital gap = 0.366 hartree

---

Relative energy table, unit kcal/mol: i 19.4; ii 0.0